No. 1
{
  "formula": "C31H27BrN5O4PTc",
  "method": "ωB97M-V/def2-TZVPD",
  "s_squared": 3.7714,
  "e_homo_ev": [-13.36, -13.49],
  "multiplicity": 4,
  "homo_lumo_gap_ha": [0.246, 0.207],
  "charge": 2,
  "lumo_energy_ev": [-6.6819, -7.8393],
  "symbols": ["Tc", "O", "C", "N", "C", "O", "C", "C", "C", "C", "C", "N", "C", "C", "C", "C", "C", "N", "H", "H", "H", "H", "H", "H", "H", "H", "Br", "C", "C", "C", "C", "O", "C", "C", "N", "C", "C", "C", "C", "C", "C", "C", "C", "N", "C", "C", "H", "H", "H", "H", "H", "H", "H", "H", "H", "H", "C", "P", "C", "C", "O", "H", "H", "H", "H", "H", "H", "H", "H", "H"],
  "coordinates": [[-1.0230, -0.3168, -0.4624], [-4.3488, -1.0331, 1.8361], [-3.5538, -0.7184, 1.0016], [-2.2525, -1.2104, 0.8282], [-1.7297, -2.1362, 1.7401], [-2.2828, -2.6399, 2.6732], [-0.3018, -2.4589, 1.3901], [0.3429, -3.5198, 1.9943], [1.6468, -3.8069, 1.6172], [2.2540, -3.0059, 0.6597], [1.5425, -1.9609, 0.1041], [0.2801, -1.6973, 0.4516], [-3.8612, 0.3158, -0.0506], [-5.0966, 0.9304, -0.0763], [-5.3464, 1.8848, -1.0527], [-4.3428, 2.1859, -1.9623], [-3.1274, 1.5354, -1.8653], [-2.8862, 0.6129, -0.9266], [-0.1918, -4.0992, 2.7342], [2.1761, -4.6388, 2.0615], [3.2702, -3.1886, 0.3409], [1.9976, -1.3094, -0.6282], [-5.8306, 0.6507, 0.6665], [-6.3053, 2.3817, -1.1051], [-4.4954, 2.9182, -2.7418], [-2.3198, 1.7588, -2.5511], [2.1580, 6.4134, 0.3618], [1.2116, 4.7827, 0.4323], [0.2639, 4.5689, 1.4472], [-0.4232, 3.3846, 1.5100], [-0.2158, 2.3548, 0.5692], [-0.8809, 1.2476, 0.6942], [0.7216, 2.5956, -0.4853], [0.9980, 1.6671, -1.5167], [0.3716, 0.5385, -1.7503], [0.7474, -0.3045, -2.8333], [1.7396, -0.0707, -3.7570], [2.0329, -1.0173, -4.7533], [1.3307, -2.1861, -4.8426], [0.2879, -2.4549, -3.9297], [-0.4786, -3.6408, -3.9543], [-1.4545, -3.8380, -3.0117], [-1.6722, -2.8583, -2.0414], [-0.9777, -1.7306, -1.9869], [0.0010, -1.5087, -2.9228], [1.4326, 3.8144, -0.5093], [0.0846, 5.3493, 2.1746], [-1.1531, 3.2033, 2.2885], [1.8096, 1.9622, -2.1753], [2.3246, 0.8376, -3.7376], [2.8310, -0.8091, -5.4519], [1.5601, -2.9149, -5.6085], [-0.2865, -4.3820, -4.7196], [-2.0537, -4.7365, -2.9963], [-2.4300, -2.9990, -1.2805], [2.1538, 3.9948, -1.2970], [3.3548, 2.0553, 2.9092], [2.1682, 0.6894, 3.0212], [0.9762, 1.1742, 4.2958], [3.0578, -0.7332, 3.7071], [1.5444, 0.3770, 1.6972], [3.9024, 2.1900, 3.8412], [2.8097, 2.9710, 2.6763], [4.0529, 1.8402, 2.1006], [1.4863, 1.3623, 5.2404], [0.2448, 0.3771, 4.4306], [0.4634, 2.0818, 3.9813], [3.5673, -0.4736, 4.6341], [3.7856, -1.0797, 2.9736], [2.3373, -1.5293, 3.8978]]
}


No. 2
{
  "formula": "C31H27F6I2N6O5S4Ti",
  "method": "ωB97M-V/def2-TZVPD",
  "e_homo_ev": -10.45,
  "multiplicity": 1,
  "homo_lumo_gap_ha": 0.241,
  "charge": 1,
  "de_lowest_kcal_mol": 0.00,
  "lumo_energy_ev": -3.8828,
  "symbols": ["Ti", "I", "C", "C", "C", "I", "C", "O", "C", "C", "N", "C", "C", "C", "C", "C", "C", "N", "C", "H", "H", "H", "H", "H", "H", "H", "H", "H", "H", "H", "F", "C", "F", "F", "S", "O", "O", "N", "S", "O", "O", "C", "F", "F", "F", "S", "C", "N", "C", "C", "C", "C", "C", "C", "H", "H", "H", "H", "H", "S", "C", "C", "N", "C", "H", "H", "H", "C", "C", "C", "C", "C", "C", "N", "H", "H", "H", "H", "H", "H", "H", "H"],
  "coordinates": [[-0.6715, 0.1124, 0.0337], [2.6897, 6.4323, 2.4590], [1.5327, 4.7307, 2.1298], [0.1531, 4.8380, 2.0648], [-0.6037, 3.7070, 1.7970], [-2.6794, 3.8591, 1.6614], [0.0136, 2.4713, 1.5935], [-0.7078, 1.3669, 1.2542], [1.3995, 2.3724, 1.6832], [2.0615, 1.0339, 1.4835], [1.5972, 0.3199, 0.2740], [2.1127, 0.9301, -0.9669], [1.2171, 2.0552, -1.3904], [1.6987, 3.2358, -1.9157], [0.8062, 4.2375, -2.2524], [-0.5493, 4.0270, -2.0469], [-0.9619, 2.8214, -1.5314], [-0.0980, 1.8406, -1.2155], [2.1518, 3.5068, 1.9476], [-0.3378, 5.7897, 2.2163], [1.8641, 0.3863, 2.3360], [3.1405, 1.1815, 1.4294], [2.0077, -0.6397, 0.3265], [2.1062, 0.1751, -1.7540], [3.1356, 1.2874, -0.8458], [2.7650, 3.3663, -2.0475], [1.1636, 5.1766, -2.6569], [-1.2835, 4.7844, -2.2841], [-2.0072, 2.6220, -1.3499], [3.2319, 3.4292, 2.0050], [-2.1755, -2.5734, -3.3813], [-1.9095, -3.1211, -2.2237], [-2.0375, -4.4332, -2.2947], [-2.7498, -2.6484, -1.2902], [-0.1732, -2.7995, -1.6115], [-0.2090, -1.3596, -1.1403], [-0.0727, -3.7340, -0.5388], [0.8444, -3.0558, -2.7176], [1.2043, -2.0164, -3.9140], [1.7895, -0.8061, -3.4042], [0.1870, -1.9311, -4.9126], [2.6185, -2.9950, -4.6393], [2.5101, -4.2872, -4.3592], [2.6091, -2.8188, -5.9452], [3.7625, -2.5367, -4.1329], [-1.5356, -3.4821, 3.0343], [-1.4035, -2.4534, 1.6925], [-0.8793, -1.2766, 1.8897], [-0.5810, -1.1059, 3.2633], [-0.1311, 0.0453, 3.9162], [0.0677, 0.0116, 5.2802], [-0.1727, -1.1476, 6.0255], [-0.6441, -2.2837, 5.4078], [-0.8529, -2.2417, 4.0310], [-1.7675, -2.7925, 0.7368], [0.0248, 0.9654, 3.3827], [0.4048, 0.9078, 5.7851], [-0.0132, -1.1433, 7.0964], [-0.8649, -3.1816, 5.9713], [3.2008, -4.8109, 0.2039], [3.8271, -3.9142, -1.1059], [3.5081, -2.6081, -0.9587], [2.7714, -2.3035, 0.1728], [2.5496, -3.3881, 0.8674], [4.3902, -4.3910, -1.8951], [3.7887, -1.8159, -1.6422], [2.0078, -3.3965, 1.8061], [-3.6496, 0.1334, 1.7536], [-3.6327, 0.3142, 0.2650], [-4.7115, 0.5097, -0.5251], [-4.2646, 0.5681, -1.8900], [-2.9230, 0.4092, -1.9009], [-2.0461, 0.4234, -3.1248], [-2.4740, 0.2570, -0.5585], [-3.7242, -0.9214, 2.0315], [-4.5299, 0.6354, 2.1516], [-2.7795, 0.5558, 2.2448], [-5.7310, 0.6011, -0.1771], [-4.8861, 0.6946, -2.7656], [-1.9554, 1.4274, -3.5403], [-2.4918, -0.1966, -3.9004], [-1.0423, 0.0544, -2.9569]]
}